Entry 1:
This record from the Open Molecules 2025 dataset describes a cluster of 2 separate species, C4H10N5Si in total in a non-equilibrium geometry. The level of theory is ωB97M-V/def2-TZVPD.

Results
LUMO level in Ha: 0.1298
Total charge: -1
HOMO level in eV: -5.35
ΔE to the lowest compared entry with this formula, charge and spin in kcal per mole: 57.9

Each line ends with the natural charge from an NBO analysis.
Cartesian coordinates (Å):
C1 1.808 2.229 -1.605  0.46
C2 -0.616 1.669 0.947  -1.13
C3 1.676 -0.550 0.517  -1.11
C4 -1.539 -0.785 -0.199  -1.13
N1 3.004 2.038 -1.116  -0.42
N2 1.488 3.502 -1.919  -0.42
N3 3.464 3.258 -1.130  -0.17
N4 2.567 4.088 -1.570  -0.15
N5 0.294 0.690 -1.835  -1.15
Si1 0.026 0.266 -0.173  1.77
H1 -0.475 1.374 2.011  0.22
H2 -0.293 2.719 0.862  0.25
H3 -1.761 1.757 0.771  0.21
H4 1.779 -1.442 1.153  0.22
H5 2.212 -0.773 -0.420  0.25
H6 2.250 0.262 0.926  0.25
H7 -2.378 -0.249 0.264  0.22
H8 -1.745 -0.964 -1.236  0.23
H9 -1.608 -1.751 0.278  0.22
H10 -0.202 1.389 -2.326  0.38

Entry 2:
This record from the Open Molecules 2025 dataset describes the ion C4H10N6O2 with charge +2 in a non-equilibrium geometry. The level of theory is ωB97M-V/def2-TZVPD.

Results
LUMO level in Ha: -0.2953
Total charge: +2
HOMO level in eV: -18.75
ΔE to the lowest compared entry with this formula, charge and spin in kcal per mole: 0.0

Each line ends with the natural charge from an NBO analysis.
Cartesian coordinates (Å):
N1 -2.904 1.208 -1.167  -0.73
C1 -2.106 0.678 -0.246  0.83
O1 -2.629 -0.076 0.645  -0.58
N2 -0.769 0.912 -0.351  -0.63
C2 0.327 0.262 0.451  0.45
N3 -0.144 -0.326 1.639  -0.89
N4 1.401 1.099 0.552  -0.68
C3 2.582 0.659 0.018  0.80
O2 3.603 1.199 -0.106  -0.42
N5 2.340 -0.709 -0.411  -0.58
C4 1.090 -1.103 -0.329  0.56
N6 0.536 -2.248 -0.602  -0.75
H1 -2.448 1.293 -2.070  0.44
H2 -3.897 1.288 -1.001  0.47
H3 -2.060 -0.304 1.399  0.55
H4 -0.538 1.803 -0.760  0.44
H5 0.119 0.217 2.463  0.43
H6 0.335 -1.213 1.899  0.41
H7 1.357 2.132 0.509  0.46
H8 3.145 -1.116 -0.966  0.49
H9 -0.261 -2.760 -0.231  0.47
H10 0.920 -2.894 -1.337  0.46

Entry 3:
This record from the Open Molecules 2025 dataset describes a cluster of 2 separate species, C4H10NO in total in a non-equilibrium geometry. The level of theory is ωB97M-V/def2-TZVPD.

Results
LUMO level in Ha: -0.2140
Total charge: +1
HOMO level in eV: -14.42
ΔE to the lowest compared entry with this formula, charge and spin in kcal per mole: 59.3

Each line ends with the natural charge from an NBO analysis.
Cartesian coordinates (Å):
C1 1.269 -0.969 -1.487  -0.68
C2 0.123 -0.020 -1.092  0.13
C3 -0.820 0.658 -1.824  -0.31
C4 -0.462 -1.054 1.002  0.15
N1 -0.216 0.048 0.320  -0.43
H1 1.103 -2.025 -1.206  0.24
H2 1.263 -1.092 -2.594  0.27
H3 2.236 -0.642 -1.165  0.25
H4 -1.493 1.380 -1.284  0.20
H5 -0.831 0.848 -2.861  0.24
H6 -0.363 -0.891 2.066  0.24
H7 -0.354 -1.994 0.561  0.21
H8 -0.819 0.874 0.529  0.48
H9 -0.590 2.279 3.199  0.50
H10 0.385 1.124 3.139  0.48
O1 -0.432 1.476 2.697  -0.98

Entry 4:
This record from the Open Molecules 2025 dataset describes a cluster of 2 separate species, C4H10NO in total in a non-equilibrium geometry. The level of theory is ωB97M-V/def2-TZVPD.

Results
LUMO level in Ha: -0.1776
Total charge: +1
HOMO level in eV: -14.38
ΔE to the lowest compared entry with this formula, charge and spin in kcal per mole: 34.4

Each line ends with the natural charge from an NBO analysis.
Cartesian coordinates (Å):
C1 2.246 0.730 1.309  -0.67
C2 0.884 0.592 0.693  -0.11
C3 0.465 -0.599 0.312  -0.09
N1 -0.872 -0.751 -0.228  -0.41
C4 -1.262 -1.912 -0.562  0.10
H1 2.482 -0.152 1.925  0.23
H2 3.065 0.871 0.608  0.25
H3 2.312 1.453 2.126  0.25
H4 0.374 1.549 0.688  0.23
H5 0.991 -1.537 0.388  0.23
H6 -1.266 0.135 -0.594  0.47
H7 -2.198 -2.116 -1.070  0.23
H8 -0.759 -2.810 -0.219  0.22
H9 -1.443 1.847 -2.095  0.51
H10 -2.935 1.493 -1.486  0.51
O1 -2.083 1.206 -1.793  -0.98

Entry 5:
This record from the Open Molecules 2025 dataset describes a cluster of 2 separate species, C4H10NO in total in a non-equilibrium geometry. The level of theory is ωB97M-V/def2-TZVPD.

Results
LUMO level (spin up / spin down) in Ha: -0.1745 / -0.1745
Total charge: +1
HOMO level (spin up / spin down) in eV: -13.45 / -13.45
ΔE to the lowest compared entry with this formula, charge and spin in kcal per mole: 57.4

Each line ends with the natural charge from an NBO analysis.
Cartesian coordinates (Å):
C1 -1.100 2.166 -0.111  -0.38
C2 -0.967 0.976 0.464  -0.05
C3 -0.987 -1.463 0.141  -0.42
C4 1.746 -0.336 0.171  0.28
N1 -0.455 -0.140 -0.192  -0.53
O1 2.171 0.881 0.167  -0.57
H1 -1.519 2.992 0.429  0.24
H2 -0.829 2.345 -1.139  0.20
H3 -1.253 0.797 1.490  0.22
H4 -0.202 -2.138 0.475  0.20
H5 -1.725 -1.380 0.935  0.23
H6 -1.469 -1.907 -0.728  0.23
H7 1.899 -1.010 -0.664  0.20
H8 1.593 -0.740 1.165  0.21
H9 -0.380 0.008 -1.196  0.40
H10 2.478 1.237 -0.686  0.53

Entry 6:
This record from the Open Molecules 2025 dataset describes the ion C4H10NO with charge +1 in a non-equilibrium geometry. The level of theory is ωB97M-V/def2-TZVPD.

Results
LUMO level in Ha: -0.1192
Total charge: +1
HOMO level in eV: -16.09
ΔE to the lowest compared entry with this formula, charge and spin in kcal per mole: 43.5

Each line ends with the natural charge from an NBO analysis.
Cartesian coordinates (Å):
C1 -0.425 1.434 0.651  -0.66
C2 -0.248 0.144 -0.082  0.14
C3 -1.503 -0.602 -0.537  -0.65
N1 0.622 -0.881 0.699  -0.61
C4 1.042 -0.234 -0.640  0.29
O1 2.182 0.464 -0.592  -0.64
H1 -1.373 1.388 1.200  0.25
H2 -0.495 2.373 -0.033  0.28
H3 0.489 1.705 1.176  0.24
H4 -1.338 -1.141 -1.466  0.24
H5 -2.260 0.119 -0.830  0.27
H6 -1.843 -1.296 0.250  0.24
H7 0.204 -1.783 0.548  0.44
H8 1.139 -0.512 1.555  0.47
H9 0.897 -1.126 -1.437  0.20
H10 2.912 -0.051 -0.462  0.50

Entry 7:
This record from the Open Molecules 2025 dataset describes a cluster of 2 separate species, C4H10NO in total in a non-equilibrium geometry. The level of theory is ωB97M-V/def2-TZVPD.

Results
LUMO level in Ha: -0.1852
Total charge: +1
HOMO level in eV: -13.12
ΔE to the lowest compared entry with this formula, charge and spin in kcal per mole: 35.5

Each line ends with the natural charge from an NBO analysis.
Cartesian coordinates (Å):
C1 -1.107 -0.481 -0.901  -0.49
C2 0.212 -0.407 -1.050  0.32
O1 1.045 -0.196 0.081  -0.74
C3 0.947 -0.490 -2.353  -0.68
H1 -1.659 -0.832 -1.758  0.24
H2 -1.581 -0.243 0.030  0.19
H3 1.943 -0.140 -0.245  0.51
H4 0.298 -1.003 -3.056  0.26
H5 1.188 0.507 -2.724  0.24
H6 1.897 -1.019 -2.256  0.22
C4 -0.857 0.344 2.766  0.14
N1 -0.268 1.119 1.953  -0.58
H7 -1.259 0.655 3.722  0.24
H8 -0.883 -0.703 2.471  0.23
H9 0.342 0.780 1.129  0.48
H10 -0.258 2.110 2.190  0.43

Entry 8:
This record from the Open Molecules 2025 dataset describes a cluster of 2 separate species, C4H10NO in total in a non-equilibrium geometry. The level of theory is ωB97M-V/def2-TZVPD.

Results
<S²>: 2.01
LUMO level (spin up / spin down) in Ha: -0.1460 / -0.2912
Total charge: +1
HOMO level (spin up / spin down) in eV: -10.17 / -15.51
Spin multiplicity: 3
ΔE to the lowest compared entry with this formula, charge and spin in kcal per mole: 21.5

Each line ends with the Löwdin spin population.
Cartesian coordinates (Å):
C1 1.690 -0.443 -0.232  0.52
C2 0.673 0.081 0.481  0.22
C3 0.709 1.374 1.113  0.03
C4 -1.710 -0.617 -1.268  0.64
N1 -0.492 -0.773 0.723  0.26
O1 -0.881 0.023 -2.034  0.19
H1 1.578 -1.510 -0.520  0.02
H2 2.686 -0.003 -0.378  0.02
H3 1.381 2.159 0.736  0.00
H4 1.012 1.233 2.103  0.01
H5 -0.216 1.761 1.192  0.00
H6 -1.724 -1.762 -1.288  0.03
H7 -2.486 -0.156 -0.688  0.03
H8 -0.081 -1.710 0.880  0.01
H9 -1.042 -0.506 1.465  0.01
H10 -1.097 0.849 -2.285  0.01

Entry 9:
This record from the Open Molecules 2025 dataset describes the ion C4H10NO2 with charge -1 in a non-equilibrium geometry. The level of theory is ωB97M-V/def2-TZVPD.

Results
LUMO level in Ha: 0.1473
Total charge: -1
HOMO level in eV: -3.02
ΔE to the lowest compared entry with this formula, charge and spin in kcal per mole: 81.2

Each line ends with the natural charge from an NBO analysis.
Cartesian coordinates (Å):
C1 -0.673 -0.957 1.531  -0.67
C2 -0.956 0.338 0.747  0.08
O1 -0.693 1.720 1.319  -0.75
C3 -0.239 0.277 -0.629  -0.13
N1 -0.721 -0.963 -1.254  -0.88
C4 1.342 0.310 -0.556  -0.04
O2 1.887 -0.628 -1.366  -0.94
H1 0.243 -1.450 1.197  0.23
H2 -0.552 -0.669 2.607  0.21
H3 -1.492 -1.633 1.326  0.21
H4 -2.023 0.482 0.575  0.17
H5 0.239 1.563 1.065  0.47
H6 -0.373 1.099 -1.312  0.18
H7 -0.546 -1.755 -0.657  0.33
H8 0.135 -1.092 -1.861  0.40
H9 1.638 1.346 -0.856  0.09
H10 1.586 0.181 0.588  0.04

Entry 10:
This record from the Open Molecules 2025 dataset describes the ion C4H10NO2 with charge -1 in a non-equilibrium geometry. The level of theory is ωB97M-V/def2-TZVPD.

Results
LUMO level in Ha: 0.1297
Total charge: -1
HOMO level in eV: -2.01
ΔE to the lowest compared entry with this formula, charge and spin in kcal per mole: 102.9

Each line ends with the natural charge from an NBO analysis.
Cartesian coordinates (Å):
N1 0.056 0.522 1.646  -0.92
C1 0.319 0.401 0.125  -0.09
C2 0.676 1.834 -0.217  -0.02
O1 1.797 2.252 0.231  -0.95
C3 -0.760 -0.320 -0.641  -0.44
C4 -1.063 -1.727 -0.114  -0.09
O2 -0.739 -2.855 -1.027  -0.73
H1 -0.858 0.567 1.989  0.34
H2 0.743 1.181 1.988  0.40
H3 1.172 -0.296 0.200  0.18
H4 0.020 2.583 0.345  0.09
H5 0.520 2.095 -1.330  0.04
H6 -1.508 0.387 -0.604  0.20
H7 -0.461 -0.455 -1.758  0.19
H8 -0.395 -1.680 0.758  0.21
H9 -2.116 -1.797 0.232  0.15
H10 -1.004 -2.537 -1.888  0.45